1.
Molecular formula: C9H14S
Method: DFT, ωB97M-V/def2-TZVPD

Positions of all 24 atoms, in Å:
1 C -0.93477 -2.78722 -0.46104
2 C -0.48314 -0.47863 0.58682
3 C -0.22379 -1.81551 0.41563
4 C 0.18322 0.21669 1.59982
5 C 0.99259 -0.28610 2.51765
6 C 0.78818 -2.39952 1.26043
7 C 1.40438 -1.63148 2.24692
8 H -1.63825 -0.33018 0.52642
9 H -0.11947 1.24782 1.83689
10 H -0.28506 -3.44113 -0.94006
11 H -1.70023 -2.47431 -1.16908
12 H 1.42017 0.42045 3.19075
13 H 0.98285 -3.51855 1.28140
14 H 2.19141 -1.83315 2.92698
15 H -1.49147 -3.56526 0.15256
16 C 0.34219 2.88991 -2.17551
17 C -0.78903 2.78296 -1.09374
18 S 1.35440 1.30502 -2.56747
19 H -0.14523 3.35912 -3.07658
20 H 1.10094 3.68323 -1.89610
21 H -1.58419 3.45815 -1.25430
22 H 0.23168 0.56061 -2.86229
23 H -0.36804 2.83060 -0.03029
24 H -1.22939 1.80649 -1.01582

Forces on the atoms, in the same order (eV/Å):
-2.52 -0.88 1.41
-3.21 -1.07 0.96
1.72 -1.35 1.09
-2.70 2.96 -0.29
1.75 -2.08 -1.73
0.47 -0.38 0.60
-0.79 1.57 0.51
2.17 0.93 -1.11
-0.22 -0.26 -0.63
1.60 -0.75 -1.27
0.29 0.70 0.00
0.49 -0.28 0.86
-0.11 1.56 -0.51
0.64 -1.74 0.26
0.40 1.05 -0.13
-0.10 0.95 -0.15
2.60 -1.24 1.55
-2.02 1.13 0.22
0.68 -1.06 0.43
-0.67 -1.16 -0.05
-0.61 1.09 -0.10
0.83 0.42 0.19
-0.44 0.60 -1.43
-0.24 -0.71 -0.67

energy above the lowest of the compared OMol25 structures with the same formula, charge and spin: 223.40 kJ/mol
SMILES: Cc1ccccc1.CCS
E_HOMO: -8.76 eV
calculated total energy: -749.4279 Ha
lowest unoccupied orbital energy: 0.0321 Ha

2.
Molecular formula: C4H2N3O3
Method: DFT, ωB97M-V/def2-TZVPD

Positions of all 12 atoms, in Å:
1 C -2.38150 0.59658 0.04465
2 C -0.79267 -0.59779 -0.64006
3 C 1.17455 0.70684 0.17260
4 C 2.41192 -0.77003 0.16348
5 N -2.10859 -0.53267 -0.68164
6 N -1.35913 1.10380 0.61457
7 N -0.26093 0.37539 0.17171
8 O 3.22699 -0.48442 0.98279
9 O 1.52519 1.83352 0.36827
10 O 2.18689 -1.66844 -0.62881
11 H -3.44498 0.65427 0.51276
12 H -0.17776 -1.21706 -1.08032

Forces on the atoms, in the same order (eV/Å):
-2.49 -2.56 1.64
-2.70 3.45 2.77
1.15 -0.83 0.38
-1.38 0.56 -0.95
0.68 -0.18 -1.08
2.45 2.06 1.05
-2.47 -0.24 -1.11
0.96 0.42 1.05
-0.45 -0.25 -0.03
-0.59 0.24 -0.10
1.97 0.75 -1.31
2.88 -3.40 -2.31

energy above the lowest of the compared OMol25 structures with the same formula, charge and spin: 57.50 kJ/mol
E_HOMO: -4.62 eV
calculated total energy: -543.6590 Ha
lowest unoccupied orbital energy: 0.1454 Ha
total charge: -1

3.
Molecular formula: C4H6ClMoN2O7
Method: DFT, ωB97M-V/def2-TZVPD

Positions of all 21 atoms, in Å:
1 Mo -0.72647 -0.29654 0.44272
2 N -0.46923 1.73206 -0.44051
3 C 0.56441 1.76836 -1.51117
4 C 1.80080 0.97217 -1.23542
5 O 2.89028 0.77258 -1.36440
6 N 1.01549 -0.53498 0.19281
7 C 1.92318 -1.05415 1.20189
8 C 1.55388 -0.65926 2.62743
9 O 1.62838 -0.45263 3.71150
10 O -0.67316 -0.22364 2.08528
11 H -1.35013 2.03055 -0.87992
12 H -0.26102 2.44549 0.26674
13 H 0.92711 2.78495 -1.71577
14 H 0.16596 1.35543 -2.44825
15 H 2.96289 -0.71383 1.09088
16 H 1.92090 -2.15491 1.20132
17 O -1.95343 -1.84576 0.55247
18 Cl -2.90190 -1.62435 -0.70988
19 O -2.73770 -2.67039 -1.60724
20 O -4.17018 -1.26147 -0.27714
21 O -2.11004 -0.36969 -1.18333

Forces on the atoms, in the same order (eV/Å):
-0.42 0.23 -0.27
0.25 -0.08 -0.09
-0.24 -0.15 0.00
0.11 0.71 -0.41
0.09 -0.24 0.10
-0.29 -0.85 0.41
-0.19 0.26 -0.11
1.05 -0.43 -0.16
-0.27 0.10 0.21
-0.56 0.61 0.25
-0.05 0.01 0.06
-0.03 0.03 0.01
0.02 0.01 -0.02
0.01 0.01 -0.03
0.01 -0.01 -0.01
0.08 0.00 0.03
-0.07 -0.28 -0.36
-0.25 -0.25 -0.50
-0.04 0.40 0.39
0.53 -0.19 -0.06
0.25 0.09 0.56

energy above the lowest of the compared OMol25 structures with the same formula, charge and spin: 0.00 kJ/mol
E_HOMO: -23.55 eV
calculated total energy: -1319.0159 Ha
lowest unoccupied orbital energy: -0.5435 Ha
total charge: +3